No. 1
C20H34CdCl4F2O22S | ωB97M-V with the def2-TZVPD basis set

```
84
C20H34CdCl4F2O22S, DFT ωB97M-V with the def2-TZVPD basis set
Cd -2.2958 0.7064 1.4497
S -0.6327 -0.6787 0.0296
O -1.5297 -1.0563 1.1308
O -1.0077 -1.2726 -1.2485
O -0.8912 0.7306 -0.0133
O 0.7648 -0.8901 0.4273
C -2.7718 5.8829 2.8253
O -3.0678 4.5783 2.4536
C -2.6064 3.9421 1.4172
O -2.8862 2.7472 1.2021
O -1.7658 4.7514 0.5839
C -0.9078 4.2075 -0.3691
H -3.2488 6.5817 2.1380
H -1.6894 6.0104 2.8090
H -3.0667 6.2317 3.8149
H -0.3255 3.3644 0.0026
H -0.1968 4.9046 -0.8125
H -1.4789 3.8190 -1.2123
C 4.1180 -0.3491 0.4948
O 4.8045 -0.5758 1.6758
C 5.6470 -1.5491 1.6822
O 6.0747 -2.1185 0.6529
O 6.0470 -1.8099 2.9293
C 6.6085 -3.0950 3.1425
H 3.8297 -1.2229 -0.0897
H 4.8110 0.1661 -0.1703
H 3.2321 0.2524 0.6983
H 5.8959 -3.7967 2.7088
H 6.6596 -3.1606 4.2293
H 7.5728 -3.1604 2.6386
C -1.6069 2.4850 5.4835
O -0.3520 2.5454 4.7508
C -0.1835 1.9015 3.6849
O -1.1399 1.4901 2.9102
O 1.1152 2.1398 3.3570
C 1.7670 1.6352 2.2103
H -1.6852 1.4917 5.9254
H -2.4482 2.5406 4.7927
H -1.6011 3.2041 6.3026
H 1.3691 0.6693 1.8992
H 2.8078 1.4307 2.4612
H 1.7455 2.3174 1.3604
C -6.4778 -1.3608 -1.8898
O -5.5190 -1.0016 -0.8716
C -4.4920 -0.0258 -1.0389
O -3.7975 0.3009 -0.0446
O -4.5106 0.4912 -2.2275
C -3.2724 1.0135 -2.7434
H -6.0116 -1.7477 -2.7959
H -7.2729 -0.6410 -2.0847
H -7.0440 -2.2023 -1.4904
H -3.2533 2.1018 -2.6861
H -3.0907 0.8487 -3.8054
H -2.4286 0.4524 -2.3417
C 2.0760 -3.6076 0.2275
C 1.7872 -3.8338 -1.2435
O 2.1965 -5.1740 -1.3719
C 3.0886 -5.3922 -0.5590
O 3.8718 -6.3103 -0.5636
O 3.1413 -4.4862 0.3706
F 2.4882 -2.9292 -1.8429
H 1.2074 -3.7979 0.8579
H 2.3633 -2.5753 0.4274
H 0.7283 -3.7445 -1.4861
C 1.7945 0.8479 -2.4988
C 1.0450 1.7086 -3.5007
O 1.1203 2.9929 -2.8172
C 1.9709 2.9682 -1.8307
O 2.2321 3.9383 -1.1524
O 2.3643 1.7683 -1.6379
F -0.1871 1.4532 -3.7164
H 2.6188 0.2732 -2.9210
H 1.2011 0.1150 -1.9521
H 1.5565 1.7099 -4.4632
C -2.5350 -4.1603 -1.1476
Cl -1.5735 -5.4090 -0.4008
Cl -4.2349 -4.6662 -1.3164
H -2.5620 -3.3036 -0.4742
H -2.1544 -3.9069 -2.1371
C -0.8017 -2.0751 -4.0877
Cl -1.4768 -3.5892 -4.8145
Cl -0.0571 -1.0643 -5.3776
H -1.5643 -1.5609 -3.5029
H -0.0193 -2.4101 -3.4067
```

Computed properties:
Total charge: 0
HOMO energy, eV: -9.48
Gap between HOMO and LUMO, eV: 9.208
E_tot, Eh: -5044.1051

No. 2
C22H27BrCdN7O2S | ωB97M-V with the def2-TZVPD basis set

```
61
C22H27BrCdN7O2S, DFT ωB97M-V with the def2-TZVPD basis set
Cd -1.0361 0.4620 -0.0601
O 0.4449 -4.0385 -2.8391
C 0.6765 -2.9182 -3.6028
C 1.5781 -2.9378 -4.6555
C 1.7906 -1.7934 -5.4094
C 1.0951 -0.6334 -5.1091
C 0.2006 -0.6334 -4.0477
C -0.0186 -1.7566 -3.2676
C -1.0121 -1.7462 -2.1036
O -1.5630 -0.5238 -1.8889
N -0.3356 -2.2642 -0.8623
N 0.5178 -1.3780 -0.3114
C 1.4934 -1.7429 0.4173
C 2.3092 -0.7547 1.1109
Br 2.0465 1.0613 0.5649
C 3.1846 -0.9915 2.0891
C 3.3601 -2.2962 2.7523
C 4.6427 -2.7426 3.0731
C 4.8225 -3.9560 3.7149
C 3.7239 -4.7301 4.0653
C 2.4429 -4.2823 3.7773
C 2.2604 -3.0710 3.1271
H 0.9078 -4.7896 -3.2242
H 2.1136 -3.8525 -4.8869
H 2.4929 -1.8156 -6.2316
H 1.2405 0.2587 -5.7033
H -0.3875 0.2480 -3.8282
H -1.7701 -2.5180 -2.3011
H 0.0472 -3.1978 -0.9917
H 1.7452 -2.7908 0.5744
H 3.8088 -0.1761 2.4366
H 5.5007 -2.1376 2.8063
H 5.8219 -4.2980 3.9483
H 3.8668 -5.6742 4.5737
H 1.5828 -4.8711 4.0684
H 1.2565 -2.7080 2.9373
N -0.8171 2.2242 -1.7672
N -2.1281 2.3352 -2.2632
C -3.1922 2.1860 -1.4378
N -4.3798 2.2169 -2.0390
S -3.0828 2.0333 0.2408
H -0.3863 3.1426 -1.7783
H -0.3010 1.5993 -2.3817
H -2.2510 2.0392 -3.2207
H -4.4829 2.4014 -3.0234
H -5.2051 2.0780 -1.4827
C 0.8828 -0.1855 5.3724
C -0.0672 -0.3491 4.2378
C -1.1964 -1.1285 4.0918
C -1.6479 -0.9150 2.7791
N -0.8435 -0.0544 2.1631
N 0.1011 0.2853 3.0636
C -2.8357 -1.4966 2.0884
H 0.4555 -0.6032 6.2805
H 1.1089 0.8656 5.5517
H 1.8181 -0.7103 5.1670
H -1.6368 -1.7662 4.8389
H 0.8628 0.8819 2.7829
H -3.1432 -2.4189 2.5770
H -2.6098 -1.7268 1.0450
H -3.6777 -0.8032 2.1127
```

Computed properties:
Total charge: +1
HOMO energy, eV: -10.70
Relative energy (zero: lowest compared OMol25 entry of this formula, charge and spin), eV: 0.1126
Gap between HOMO and LUMO, eV: 8.196
E_tot, Eh: -4528.0482

| no. | LUMO (eV) |
| --- | --- |
| 1 | -0.3 |
| 2 | -2.5 |